Record 1
{"formula": "C24H47BCl5NO6PS", "method": "wB97M-V/def2-TZVPD", "gap_ev": 9.28, "lumo_energy_ev": -2.49, "fmax_ev_per_a": 2.5, "energy_ev": -122832.6589, "charge": 1, "symbols": ["C", "C", "N", "C", "C", "C", "C", "S", "C", "C", "P", "O", "O", "O", "O", "C", "C", "C", "C", "C", "C", "Cl", "B", "C", "O", "C", "C", "O", "C", "C", "C", "H", "H", "H", "H", "H", "H", "H", "H", "H", "H", "H", "H", "H", "H", "H", "H", "H", "H", "H", "H", "H", "H", "H", "H", "H", "H", "H", "H", "H", "H", "H", "H", "H", "H", "H", "H", "H", "H", "H", "Cl", "C", "C", "Cl", "H", "H", "H", "H", "Cl", "C", "C", "Cl", "H", "H", "H", "H"], "positions_angstrom": [[0.240496, -2.482771, 1.635783], [0.295918, -1.338941, 1.339995], [0.388143, 0.013972, 0.994983], [1.167228, 0.369108, -0.280861], [2.063119, -0.716502, -0.863258], [3.476146, -0.744896, -0.258008], [3.572209, -0.709617, 1.262146], [5.324329, -0.634950, 1.770964], [0.121023, 1.068167, -1.222101], [-0.601481, -0.116177, -1.912727], [-2.327433, 0.060448, -2.444830], [-3.252346, 0.031740, -1.304247], [-2.578513, -1.171539, -3.418142], [-2.558353, 1.326519, -3.391230], [0.997536, 1.829751, -2.021653], [0.717345, 2.015061, -3.407653], [1.596490, 1.177963, -4.320393], [-0.662069, 1.866245, -0.116714], [0.204098, 2.920502, 0.659152], [0.939984, 3.992312, -0.174667], [2.466552, 3.785216, -0.231244], [3.358003, 5.290701, 0.074099], [-1.977160, 2.687630, -0.507943], [-2.042486, 3.802942, -1.619315], [-3.081208, 2.422424, 0.244646], [-0.975925, 0.744770, 0.879835], [-1.547304, 1.040970, 2.291108], [-2.864107, 0.580419, 2.380496], [-3.035341, -0.742341, 2.909206], [-4.017319, -1.514581, 2.023269], [-3.659869, -2.994173, 1.840548], [0.256841, -3.493468, 1.987285], [0.942316, 0.401057, 1.764293], [1.903678, 1.083417, 0.076386], [1.578591, -1.692671, -0.884544], [2.185472, -0.423769, -1.906008], [3.985711, -1.631366, -0.631603], [4.021567, 0.109336, -0.659735], [3.108706, -1.568830, 1.736655], [3.118604, 0.198069, 1.667462], [5.431232, 0.669076, 2.046508], [-0.019531, -0.457278, -2.766894], [-0.633117, -0.974079, -1.243860], [-2.576571, -0.907382, -4.348839], [-2.136636, 2.144304, -3.096335], [-0.327560, 1.882765, -3.677312], [0.950807, 3.058337, -3.629975], [2.632876, 1.505346, -4.261884], [1.258808, 1.315815, -5.345377], [1.584584, 0.117965, -4.071354], [0.930812, 2.476910, 1.343092], [-0.499688, 3.460512, 1.292023], [0.606527, 4.004342, -1.206019], [0.746008, 4.986100, 0.219361], [2.754137, 3.477946, -1.231723], [2.807535, 3.002437, 0.442256], [-1.295151, 3.708663, -2.412519], [-1.891686, 4.787294, -1.172712], [-3.038690, 3.836142, -2.064701], [-3.854066, 2.192874, -0.285890], [-1.651734, -0.024471, 0.513459], [-1.579761, 2.101125, 2.526867], [-0.909223, 0.556397, 3.040573], [-2.091131, -1.275318, 3.018459], [-3.485527, -0.624966, 3.897160], [-5.039613, -1.388392, 2.365195], [-3.967707, -1.039909, 1.042234], [-3.982598, -3.308623, 0.849704], [-4.167289, -3.630754, 2.560048], [-2.587413, -3.184218, 1.889987], [8.995601, 0.438515, 1.810386], [8.884125, -1.143453, 0.991402], [9.811896, -1.234597, -0.191539], [9.299259, -0.165255, -1.523429], [7.851345, -1.295105, 0.693867], [9.150519, -1.900284, 1.727472], [9.808823, -2.251254, -0.580463], [10.830311, -0.968524, 0.078125], [-7.048955, -3.354781, 2.843954], [-8.113481, -4.479147, 1.957047], [-7.477589, -5.830516, 1.764909], [-6.092935, -5.768232, 0.642221], [-8.364245, -4.017332, 1.006008], [-9.024482, -4.582690, 2.543457], [-8.204130, -6.518286, 1.336464], [-7.123883, -6.240163, 2.707147]], "forces_ev_per_angstrom": [[0.090, -1.064, 0.516], [-0.181, 0.952, -0.702], [0.559, -0.449, 0.248], [0.874, -0.341, -0.143], [-0.368, -0.092, -0.143], [-0.371, -0.075, -0.122], [0.379, 0.482, -0.158], [0.072, -0.366, 0.236], [1.639, -0.776, 1.730], [-0.354, 0.788, -0.714], [-1.229, -0.487, 0.640], [0.446, 0.128, 0.146], [0.311, 0.548, -0.339], [0.575, -0.375, -0.338], [-0.776, -0.173, -0.463], [0.414, 0.418, -0.583], [0.126, -0.003, 0.245], [-0.047, 0.049, 0.202], [-0.196, 0.620, -0.680], [0.516, -0.126, -0.058], [-0.306, -0.019, -0.610], [0.096, -0.020, 0.204], [-0.564, -0.198, -0.015], [0.049, -0.390, -0.297], [0.392, -0.197, -0.159], [-0.410, -0.092, 0.528], [-0.292, 0.001, -0.063], [0.426, -0.136, 0.241], [-1.079, 0.068, 0.176], [0.816, 0.006, -0.505], [-0.396, 0.066, -0.117], [-0.141, 0.099, -0.174], [-0.262, 0.383, -0.009], [-0.412, 0.607, -0.187], [0.021, -0.079, 0.189], [-0.005, -0.045, -0.108], [0.095, -0.041, 0.012], [0.091, 0.076, 0.064], [0.020, -0.117, 0.038], [-0.144, -0.024, 0.062], [-0.155, 0.057, -0.097], [0.123, 0.118, -0.035], [-0.165, -0.062, 0.093], [-0.049, -0.238, -0.044], [-0.259, 0.119, 0.036], [-0.026, -0.214, 0.287], [-0.105, 0.128, 0.158], [0.049, 0.037, 0.028], [0.022, -0.089, -0.102], [-0.150, -0.085, -0.092], [-0.041, -0.140, 0.113], [-0.011, -0.083, 0.215], [-0.259, 0.022, 0.032], [-0.040, -0.019, 0.221], [0.071, -0.072, -0.002], [0.138, 0.212, 0.324], [0.071, 0.180, -0.030], [0.086, 0.030, 0.111], [-0.063, 0.058, -0.024], [-0.261, 0.302, 0.247], [-0.066, 0.155, -0.478], [0.172, 0.117, -0.170], [0.047, -0.002, 0.096], [0.188, 0.070, -0.145], [0.285, -0.038, 0.205], [-0.064, -0.041, 0.098], [-0.030, 0.090, -0.049], [-0.107, -0.178, 0.026], [0.105, -0.106, 0.089], [0.099, 0.114, 0.098], [-0.111, -0.015, -0.011], [0.072, -0.107, 0.049], [0.058, -0.067, -0.013], [0.000, 0.013, -0.005], [-0.032, 0.072, -0.031], [0.055, 0.017, -0.003], [-0.040, -0.005, 0.003], [-0.010, 0.068, -0.008], [-0.056, -0.002, 0.008], [-0.128, 0.002, -0.015], [-0.049, -0.076, 0.025], [0.026, 0.003, 0.011], [0.069, 0.018, -0.016], [0.027, -0.027, 0.042], [-0.012, 0.029, -0.036], [0.050, 0.031, 0.002]], "mulliken_charge": [-1.112, 0.045, 0.559, -1.120, -0.740, -1.079, -0.289, -0.166, 1.827, -0.749, 0.604, -0.522, -0.559, -0.666, -0.036, 0.212, -1.429, 1.631, -1.474, -1.002, -0.027, -0.196, 0.454, -1.185, -0.608, -0.870, -1.211, -0.322, -0.709, 0.301, -0.952, 0.517, 0.958, -0.104, 0.449, 0.102, 0.697, 0.349, 0.218, -0.007, 0.176, 0.566, 0.325, 0.342, 0.154, 0.041, 0.464, 0.364, 0.446, 0.247, 0.293, 0.738, 0.038, 0.745, 0.097, -0.034, 0.550, 0.320, 0.295, 0.315, 0.373, 0.361, 0.461, 0.232, 0.398, 0.314, -0.158, 0.266, 0.344, 0.123, -0.179, -0.229, -0.437, -0.187, 0.102, 0.295, 0.295, 0.330, -0.157, -0.457, -0.469, -0.172, 0.300, 0.327, 0.338, 0.311]}

Record 2
{"formula": "C24H47F2N2", "method": "wB97M-V/def2-TZVPD", "gap_ev": 8.32, "lumo_energy_ev": -4.29, "fmax_ev_per_a": 3.1, "energy_ev": -34058.6175, "charge": 1, "symbols": ["C", "C", "N", "C", "C", "N", "C", "C", "F", "C", "C", "C", "C", "C", "C", "F", "H", "H", "H", "H", "H", "H", "H", "H", "H", "H", "H", "H", "H", "H", "H", "H", "H", "H", "H", "C", "C", "C", "C", "C", "C", "H", "H", "H", "H", "H", "H", "H", "H", "H", "H", "H", "H", "H", "H", "C", "C", "C", "C", "C", "C", "H", "H", "H", "H", "H", "H", "H", "H", "H", "H", "H", "H", "H", "H"], "positions_angstrom": [[1.277615, -1.692015, 5.533932], [0.338039, -2.664882, 4.716473], [0.903084, -3.157453, 3.435507], [1.114492, -2.146060, 2.468173], [2.487985, -1.938064, 1.976890], [2.752762, -0.995743, 1.001222], [4.177056, -0.858732, 0.551461], [5.022291, -0.566135, 1.872483], [4.624691, -1.995198, -0.101440], [1.798948, -0.210862, 0.412788], [0.413843, -0.305545, 0.829722], [0.076516, -1.296116, 1.863036], [-1.418376, -1.435975, 2.274776], [-1.880468, -0.236195, 3.227836], [-0.726636, 0.721815, 3.664422], [-2.497851, -0.720572, 4.409591], [1.816159, -0.930162, 4.918695], [1.951740, -2.278159, 6.215456], [0.601117, -1.112002, 6.228438], [0.193734, -3.576520, 5.364314], [-0.671672, -2.197730, 4.631287], [1.754815, -3.703439, 3.590466], [3.315960, -2.554513, 2.388521], [4.231858, 0.062418, -0.090959], [4.341236, -0.037642, 2.597607], [5.275946, -1.565387, 2.301844], [5.898441, 0.094372, 1.682539], [2.118626, 0.496106, -0.391215], [-0.385133, 0.319404, 0.364360], [-2.074521, -1.453943, 1.364650], [-1.525706, -2.445939, 2.757144], [-2.622825, 0.384430, 2.656263], [0.152977, 0.185505, 4.121290], [-1.065633, 1.471252, 4.433148], [-0.308070, 1.332322, 2.816019], [-6.798300, 2.302164, -2.008565], [-6.956705, 2.172658, -0.497876], [-5.646624, 1.853855, 0.221713], [-5.005524, 0.517194, -0.160914], [-5.887221, -0.713745, 0.052081], [-6.268417, -0.936566, 1.508236], [-6.456622, 1.368098, -2.460314], [-7.754263, 2.559733, -2.467920], [-6.081158, 3.087813, -2.258299], [-7.713540, 1.416520, -0.270944], [-7.343773, 3.118686, -0.107685], [-5.823962, 1.877836, 1.301387], [-4.925628, 2.653751, 0.019643], [-4.083473, 0.394903, 0.423757], [-4.695451, 0.549122, -1.210186], [-5.344945, -1.595714, -0.303654], [-6.791135, -0.644197, -0.559267], [-5.374235, -1.058602, 2.126577], [-6.872597, -1.840560, 1.606918], [-6.852831, -0.104884, 1.905694], [3.347813, 2.444205, -6.488247], [3.227227, 2.320381, -4.973842], [4.556113, 2.007250, -4.285545], [5.191568, 0.670706, -4.678338], [4.316743, -0.559808, -4.438072], [3.969723, -0.774010, -2.970722], [3.680418, 1.509394, -6.944385], [2.380079, 2.697818, -6.924924], [4.056478, 3.230146, -6.758463], [2.477314, 1.562742, -4.725291], [2.847411, 3.267639, -4.577877], [4.405267, 2.035355, -3.200731], [5.269337, 2.807323, -4.508338], [6.127168, 0.555551, -4.119556], [5.476047, 0.698700, -5.733910], [4.851391, -1.441619, -4.802052], [3.397282, -0.495761, -5.026998], [4.876034, -0.890074, -2.371427], [3.368804, -1.679041, -2.852412], [3.391147, 0.062390, -2.565992]], "forces_ev_per_angstrom": [[-0.896, -0.099, 0.698], [0.207, -0.321, 1.699], [-0.256, 1.592, -0.581], [1.851, 1.044, -1.679], [-2.665, 0.344, 0.116], [-0.553, -1.064, -0.306], [1.179, 1.450, 1.399], [-0.941, -0.340, -0.421], [-0.813, 1.132, 0.727], [-1.953, -0.114, 0.603], [2.054, -1.922, 1.180], [0.255, 0.410, -0.777], [0.480, -0.244, 0.218], [0.497, 0.732, -0.192], [0.518, 0.378, 0.389], [0.491, 0.119, -1.220], [-0.224, -0.811, 0.415], [-0.281, 0.672, -0.941], [0.733, -0.514, -0.670], [-0.003, 0.886, -0.754], [0.940, -0.486, -0.423], [-0.468, 0.256, -0.055], [-0.613, 0.752, -0.602], [-0.191, -1.299, 0.135], [0.780, -0.443, -0.720], [0.263, 0.974, -0.225], [-0.544, -0.876, 0.025], [-0.159, -0.851, 0.908], [0.932, -0.656, 0.438], [0.737, 0.122, 0.722], [-0.130, 1.134, -0.272], [0.361, -0.748, 0.763], [-1.012, 0.358, -0.471], [-0.006, -0.893, -0.786], [-0.616, -0.702, 0.659], [-0.122, -0.062, 0.016], [0.080, 0.119, -0.065], [-0.014, -0.025, 0.149], [-0.042, -0.002, -0.159], [0.129, -0.007, 0.034], [-0.121, -0.077, -0.040], [-0.003, 0.052, -0.017], [0.073, 0.000, -0.046], [0.002, -0.042, -0.018], [0.041, 0.003, 0.037], [-0.003, -0.077, 0.038], [0.022, -0.019, -0.013], [-0.039, 0.000, -0.018], [0.005, -0.010, 0.011], [0.014, 0.024, 0.034], [-0.046, 0.033, -0.064], [0.055, 0.029, -0.010], [-0.047, 0.036, 0.053], [0.040, 0.043, 0.080], [0.044, -0.030, 0.030], [-0.139, -0.065, 0.010], [0.087, 0.141, -0.026], [-0.048, -0.056, 0.065], [0.018, 0.032, -0.069], [0.085, 0.077, -0.020], [-0.113, -0.129, -0.014], [0.004, 0.058, -0.011], [0.070, 0.003, -0.048], [0.002, -0.051, -0.012], [0.030, -0.013, 0.020], [-0.006, -0.064, 0.027], [0.036, 0.006, 0.008], [-0.038, -0.016, 0.007], [-0.026, -0.020, -0.029], [-0.008, 0.012, 0.044], [-0.050, 0.028, 0.004], [0.040, 0.016, 0.003], [-0.012, 0.018, -0.032], [0.042, 0.019, 0.086], [0.007, 0.047, -0.044]], "mulliken_charge": [-1.103, -0.223, -0.257, 0.177, -0.092, 0.116, 0.211, -1.146, -0.328, -0.217, -0.519, 0.574, -1.514, 0.665, -1.047, -0.352, 0.248, 0.335, 0.337, 0.475, 0.040, 0.396, 0.252, 0.306, 0.316, 0.356, 0.357, 0.313, 0.507, 0.435, 0.426, 0.149, 0.077, 0.404, 0.318, -1.178, -0.507, -0.765, 0.118, -0.476, -0.999, 0.283, 0.378, 0.293, 0.250, 0.372, 0.334, 0.423, -0.363, 0.379, 0.368, 0.303, 0.118, 0.382, 0.284, -1.231, -0.337, -0.589, -0.764, -0.562, -0.724, 0.288, 0.381, 0.304, 0.223, 0.372, 0.212, 0.398, 0.358, 0.340, 0.363, 0.307, 0.296, 0.412, -0.035]}

no.,highest occupied orbital energy (eV)
1,-11.770
2,-12.615